Computed, not measured: a 8-piece molecular cluster, C22H63N3O13 overall, with ωB97M-V/def2-TZVPD.

Each line ends with the Mulliken charge.
Cartesian coordinates (Å):
O1 -2.69606 -0.68318 3.19141  -0.446
O2 -2.69386 1.62429 5.38354  -0.594
O3 4.52936 -1.71752 -0.32757  -0.458
O4 1.49037 1.36064 -0.49432  -0.462
O5 0.15798 6.10603 1.14641  -0.471
O6 -1.22228 3.90421 2.32442  -0.283
O7 6.91951 -0.12186 0.04663  -0.549
O8 2.67553 -4.26751 -4.96116  -0.328
O9 -3.69406 2.73358 3.14720  -0.445
O10 -4.45966 1.24626 0.61702  -0.397
O11 1.92492 4.47669 -0.48619  -0.566
O12 -6.82216 2.81798 0.84418  -0.568
O13 -0.38731 -3.09885 0.11152  0.137
N1 2.49159 -3.53395 -1.44786  -0.471
N2 -1.89696 0.23925 0.23249  -0.096
N3 -3.44721 -5.01577 -0.87540  -0.687
C1 3.61819 -4.63250 -5.96364  -0.716
C2 -5.94678 2.85665 -0.32025  -0.322
C3 2.22414 -3.28088 -2.86701  0.690
C4 5.75625 -2.05631 -1.01913  0.101
C5 3.19665 -4.21437 -3.67407  -0.597
C6 -1.80728 -0.48642 4.29223  -0.444
C7 -2.10834 -4.36960 -0.95308  0.403
C8 -0.83736 0.96669 -0.52430  0.504
C9 6.72733 -0.86313 -1.14203  -0.680
C10 2.71383 0.80471 -0.09050  -0.846
C11 -1.14183 2.41644 -0.66804  -1.215
C12 -5.27504 1.42067 -0.49462  -0.383
C13 0.40468 -3.06850 1.30414  -0.590
C14 2.20950 4.80661 0.92303  0.070
C15 -3.51784 4.10724 2.82939  -0.012
C16 -1.71001 -3.59388 0.27207  -0.520
C17 -1.55407 0.94967 4.69849  -0.098
C18 1.60060 6.10934 1.13577  -0.815
C19 2.60173 -1.83137 -3.31461  -1.294
C20 0.46257 0.83917 0.28465  -0.136
C21 -2.11731 4.51529 3.23459  -0.597
C22 -2.12878 -3.38857 -2.13924  -1.430
H1 -0.75567 0.44299 -1.47847  0.415
H2 3.52529 -1.52577 -2.96282  0.302
H3 2.77245 0.62403 0.99515  0.420
H4 -0.39412 3.06190 -1.20186  0.388
H5 -5.04224 3.55151 -0.06263  0.018
H6 6.39519 -0.17770 -1.88340  0.339
H7 -0.67977 1.03670 5.32938  0.392
H8 -4.21288 4.81515 3.24072  0.359
H9 3.42170 1.59260 -0.38565  0.400
H10 -2.98985 -2.79008 -2.14081  0.344
H11 -4.64889 1.41045 -1.36212  0.402
H12 2.59876 -1.78908 -4.40427  0.441
H13 2.46736 -4.51371 -1.23628  0.269
H14 -6.24762 2.49636 1.55510  0.371
H15 3.84611 -2.35418 -0.61924  0.234
H16 -2.15874 -3.92164 -3.07387  0.358
H17 4.23903 -3.78707 -3.67203  0.151
H18 -3.70863 4.11089 1.76778  -0.033
H19 0.69696 -0.20326 0.43890  0.324
H20 -1.27267 -2.72568 -2.14431  0.258
H21 -6.02465 0.61374 -0.50551  0.254
H22 1.81515 3.53346 -0.52579  0.227
H23 -1.33972 1.57541 3.70616  -0.070
H24 1.66066 -3.29989 -0.96459  -0.062
H25 4.52793 -4.02600 -5.94138  0.310
H26 2.93869 -0.04459 -0.67656  0.319
H27 3.31520 4.93117 1.00464  0.305
H28 -3.18142 2.16412 4.72481  0.481
H29 1.93492 6.44033 2.10668  0.334
H30 -1.97555 5.66536 3.22081  0.349
H31 0.24747 -3.95368 1.89335  0.437
H32 -1.33310 -5.18969 -1.02837  0.297
H33 3.82877 -5.73985 -5.87722  0.284
H34 1.81369 -1.11933 -3.02169  0.056
H35 -3.58033 0.82902 0.36218  0.288
H36 5.66577 -2.42441 -2.02400  0.051
H37 1.43945 -2.88035 1.04803  0.188
H38 -0.03002 6.47950 0.27430  0.269
H39 -3.41550 -0.11050 3.32016  0.230
H40 -1.62986 0.30973 1.17768  -0.128
H41 -1.68625 -0.74106 0.13124  -0.229
H42 -6.46605 3.32262 -1.13391  0.405
H43 -3.34386 -5.76720 -0.14840  0.317
H44 -1.80736 -4.33760 1.11310  0.270
H45 1.91182 3.93940 1.57388  0.238
H46 6.25215 -2.82395 -0.38053  0.307
H47 7.71579 -1.22548 -1.50949  0.338
H48 2.02639 6.79246 0.36672  0.369
H49 3.15203 -5.19706 -3.23240  0.401
H50 -2.48603 -2.77063 0.44848  0.057
H51 -4.09132 -4.32976 -0.52759  0.300
H52 6.08806 0.32166 0.33392  0.313
H53 -3.91668 2.29505 2.30298  0.116
H54 3.12928 -4.53964 -6.95672  0.237
H55 -1.83916 4.15798 4.28249  0.312
H56 1.19536 -3.44860 -3.17389  0.281
H57 -2.21753 -1.14701 5.09635  0.343
H58 0.43559 1.46024 1.22092  0.034
H59 -2.09274 2.50009 -1.10316  0.493
H60 0.09775 -2.22956 1.91505  -0.075
H61 -0.82066 -0.88110 4.08728  0.269
H62 -0.81399 4.57876 1.76316  0.081
H63 -1.19245 2.88521 0.30141  -0.140

- frontier orbital gap (eV) = 10.334
- HOMO energy (eV) = -9.80
- E_tot (Ha) = -2018.21142
- energy relative to the best compared isomer or geometry (same formula, charge and spin) (eV) = 1.785

---

Computed, not measured: an isolated ion of composition C6H11N2 and charge +1, with ωB97M-V/def2-TZVPD.

Each line ends with the Mulliken charge.
Cartesian coordinates (Å):
N1 2.43999 -0.25201 0.02360  0.039
N2 -1.34624 -2.10495 -0.04086  -0.257
C1 0.58929 1.26189 0.51633  -0.586
C2 3.55081 -0.79115 -0.21448  -0.263
C3 1.26432 -0.01945 0.22892  -0.255
C4 -0.68423 1.45206 -0.31239  -0.615
C5 -1.29118 -0.91561 0.48718  0.083
C6 -1.71361 0.28516 -0.24039  -0.519
H1 -1.16407 2.37174 0.01359  0.352
H2 4.17959 -1.10368 0.60349  0.254
H3 -1.57878 -2.21576 -1.02167  0.252
H4 -1.12672 -2.93997 0.48333  0.277
H5 3.90552 -0.85722 -1.22978  0.255
H6 -2.01669 0.01086 -1.25113  0.273
H7 1.24683 2.11305 0.31775  0.401
H8 -1.02071 -0.83510 1.53325  0.389
H9 0.34961 1.27173 1.58378  0.293
H10 -2.59845 0.66131 0.28692  0.310
H11 -0.39880 1.58583 -1.35733  0.315

- frontier orbital gap (spin up / spin down) (eV) = 7.372 / 7.373
- charge = +1
- HOMO energy (spin up / spin down) (eV) = -11.57 / -11.57
- E_tot (Ha) = -344.39679
- energy relative to the best compared isomer or geometry (same formula, charge and spin) (eV) = 3.220

---

Computed, not measured: a 3-piece molecular cluster, C22H25BN4O8 overall, with ωB97M-V/def2-TZVPD.

Each line ends with the Mulliken charge.
Cartesian coordinates (Å):
O1 -1.54673 -4.45329 0.38549  -0.520
O2 -0.05906 -4.64205 -1.22379  -0.504
O3 0.95185 1.23276 2.59271  -0.581
O4 0.32931 3.09858 3.46491  -0.610
O5 1.88738 -1.38918 0.71754  -0.651
O6 1.65781 -4.64085 2.45569  -0.524
O7 -1.45093 2.12210 -2.98943  -0.600
O8 -2.26681 0.13369 -3.13586  -0.556
N1 -2.23254 1.30955 -3.44160  1.006
N2 1.04826 2.43422 2.74872  1.060
N3 0.55486 -3.44443 0.65546  0.569
N4 0.02353 -1.53643 -0.90861  0.024
C1 0.39298 -1.70515 5.13864  -0.446
C2 -5.02077 2.65711 -6.30763  -0.453
C3 1.70987 -4.21221 1.09319  -0.779
C4 0.69613 -0.38981 -1.53406  -0.851
C5 2.11717 3.12414 2.00999  -0.046
C6 -0.11751 -3.57336 3.69521  -0.007
C7 4.13368 4.40325 0.65265  -0.423
C8 2.14623 -2.81360 3.92279  -0.131
C9 -0.33594 -4.22627 -0.15066  0.489
C10 -5.04038 1.33205 -5.89264  -0.481
C11 -4.09454 3.54349 -5.77363  -0.406
C12 2.92606 2.38841 1.16233  0.029
C13 -3.21253 1.78292 -4.43243  0.066
C14 3.94107 3.03889 0.47975  -0.682
C15 1.22622 -3.67790 3.34415  0.209
C16 1.74158 -1.82813 4.81858  -0.590
C17 2.28660 4.48466 2.18854  -0.545
C18 -4.13013 0.88646 -4.94788  -0.256
C19 -3.18193 3.10772 -4.82672  -0.322
C20 3.30628 5.12486 1.50354  -0.419
C21 -1.30233 -1.14807 -0.38650  -1.001
C22 -0.52731 -2.58858 4.58345  -0.748
B1 0.84200 -2.11186 0.15062  0.412
H1 0.11136 -0.07762 -2.39142  0.174
H2 1.67652 -0.66688 -1.90679  0.343
H3 2.46404 -1.16386 5.26464  0.406
H4 -5.72897 2.99995 -7.05040  0.375
H5 1.63880 5.03904 2.85104  0.466
H6 -5.76360 0.64376 -6.30744  0.368
H7 3.19735 -2.89565 3.68428  0.401
H8 0.03736 -0.94149 5.81290  0.419
H9 -0.79710 -4.27172 3.23300  0.397
H10 -4.08137 4.57516 -6.09683  0.369
H11 -1.57459 -2.52404 4.83838  0.409
H12 -1.34225 -0.10154 -0.07446  0.336
H13 -1.47111 -4.62825 1.33071  0.363
H14 -2.45920 3.79119 -4.40690  0.441
H15 -1.57591 -1.77958 0.45817  0.362
H16 4.93157 4.90631 0.12237  0.379
H17 4.58312 2.47936 -0.18620  0.410
H18 -2.07613 -1.26996 -1.13808  0.202
H19 1.60476 -1.00400 1.55694  0.181
H20 2.77200 1.32663 1.03054  0.581
H21 0.74017 0.47118 -0.86162  0.230
H22 2.62658 -3.65840 0.91590  0.391
H23 3.45667 6.18744 1.63515  0.378
H24 -4.13762 -0.14309 -4.62246  0.446
H25 1.76810 -5.11763 0.49609  0.440

- frontier orbital gap (eV) = 7.931
- HOMO energy (eV) = -8.47
- E_tot (Ha) = -1699.03021

---

Computed, not measured: an isolated ion of composition C5H8NO3S and charge +1, with ωB97M-V/def2-TZVPD.

Each line ends with the Mulliken charge.
Cartesian coordinates (Å):
S1 -2.43136 -0.27181 -0.13483  0.889
O1 -3.33108 -1.35774 -0.10425  -0.437
O2 -0.10133 2.23800 -0.86700  -0.521
O3 -2.87417 0.98960 0.28015  -0.414
N1 1.43858 0.46475 -0.06489  -0.152
C1 1.13271 -0.86020 -0.81744  -0.452
C2 -0.30326 1.93626 0.26955  -0.282
C3 -0.93627 -0.76675 0.66133  0.032
C4 0.12058 -1.61219 0.03165  -0.486
C5 0.45503 0.90167 0.93590  -0.463
H1 -0.98421 2.36268 0.90932  0.563
H2 0.80843 -0.50655 -1.78064  0.315
H3 0.59971 -2.03331 0.80916  0.345
H4 2.51984 0.50218 0.19416  0.408
H5 2.09090 -1.41843 -0.91277  0.344
H6 0.74232 0.73295 1.91695  0.560
H7 1.40510 1.18430 -0.74446  0.368
H8 -0.35150 -2.48538 -0.58189  0.383

- frontier orbital gap (spin up / spin down) (eV) = 7.906 / 7.895
- charge = +1
- HOMO energy (spin up / spin down) (eV) = -14.10 / -14.09
- E_tot (Ha) = -873.50154
- energy relative to the best compared isomer or geometry (same formula, charge and spin) (eV) = 3.568

---

Question: Which of these has the highest E_tot?
Answer: C6H11N2

---

Question: Which value of E_tot does entry 2 give?
Answer: -344.39679 Ha